This record from the OMol25 dataset describes a molecular structure, IPb at a distorted geometry. The level of theory is ωB97M-V with the def2-TZVPD basis set.

Computed properties:
Relative energy (zero: lowest compared OMol25 entry of this formula, charge and spin) ... 4.1 kcal per mole
Kohn-Sham gap ... 7.265 eV
E_LUMO ... -7.047 eV
E_HOMO ... -14.311 eV
Charge ... +1

Each line ends with the Mulliken charge.
CARTESIAN COORDINATES (ANGSTROEM)
Pb: 1.180 0.660 0.577  1.025
I: -1.180 -0.660 -0.577  -0.025